{
  "formula": "C15H14N10O3RuSe",
  "method": "ωB97M-V/def2-TZVPD",
  "multiplicity": 2,
  "charge": 1,
  "homo_energy_ev": [-10.92, -10.92],
  "energy_ha": -3849.3437,
  "lumo_energy_ev": [-5.47, -5.48],
  "homo_lumo_gap_ev": [5.45, 5.45],
  "species": ["Ru", "N", "C", "C", "O", "N", "C", "C", "O", "O", "H", "H", "H", "H", "H", "H", "N", "C", "N", "C", "N", "C", "C", "N", "C", "C", "N", "H", "H", "H", "H", "H", "Se", "N", "C", "C", "C", "C", "N", "C", "N", "H", "H", "H"],
  "positions_angstrom": [[-0.0420, -0.2471, -0.5331], [-1.7457, 1.6236, -0.3572], [-3.0260, 0.9795, -0.5843], [-2.8817, -0.1383, -1.6288], [-3.7876, -0.4677, -2.3574], [-1.6479, -0.7287, -1.6112], [-1.3854, -1.7461, -2.5546], [0.0992, -1.5530, -3.1498], [0.3414, -2.0540, -4.2108], [0.8520, -0.9109, -2.3695], [-1.7012, 2.0891, 0.5448], [-1.5456, 2.2947, -1.0941], [-3.7994, 1.6748, -0.9324], [-3.3795, 0.5199, 0.3442], [-2.1204, -1.7668, -3.3670], [-1.3209, -2.7422, -2.0914], [2.3085, 3.2482, -2.3305], [1.0674, 2.7431, -2.3163], [1.0244, 1.7224, -1.4863], [2.3042, 1.6266, -1.0119], [3.0922, 2.5572, -1.5144], [2.7394, 0.5794, -0.1261], [4.0785, 0.4862, 0.2829], [4.5047, -0.5133, 1.0105], [3.6320, -1.4448, 1.3720], [2.2970, -1.3645, 1.0016], [1.8470, -0.3543, 0.2569], [2.6879, 4.0280, -2.8502], [0.2556, 3.1241, -2.9031], [4.7827, 1.2453, -0.0265], [4.0098, -2.2670, 1.9601], [1.5842, -2.1188, 1.3164], [0.3294, 1.9717, 3.3895], [-0.6301, 0.8099, 4.3082], [-1.0313, -0.1890, 3.5314], [-1.8134, -1.3058, 3.8508], [-2.1168, -2.2070, 2.8330], [-1.6720, -2.0053, 1.5382], [-0.9203, -0.9372, 1.2099], [-0.5987, -0.0618, 2.1650], [0.1298, 1.0147, 1.8620], [-2.1716, -1.4456, 4.8566], [-2.7180, -3.0783, 3.0369], [-1.9118, -2.6910, 0.7357]],
  "atomic_forces_ev_per_a": [[-2.435, 0.800, -4.271], [0.877, -0.606, 0.494], [-0.618, -0.241, -0.453], [0.259, 0.160, 0.398], [-0.332, 0.086, -0.001], [0.118, 0.785, 1.181], [1.339, -0.696, -1.385], [-3.600, -1.453, -0.547], [0.717, -0.023, -0.472], [1.620, 1.306, 2.745], [0.026, 0.072, -0.254], [0.125, -0.166, 0.222], [0.106, -0.174, 0.097], [0.043, 0.078, -0.061], [0.223, -0.039, 0.247], [-0.262, 0.087, -0.074], [-0.376, -0.150, 0.079], [-0.091, -0.143, 0.063], [0.289, -0.658, 0.430], [-0.497, 1.239, -1.045], [0.762, -0.418, 0.541], [0.686, -0.794, 0.591], [-0.747, 0.325, -0.505], [0.528, -0.357, 0.465], [-0.280, 0.144, -0.209], [0.178, -0.194, 0.264], [1.282, 0.665, 0.252], [-0.119, -0.104, 0.019], [-0.132, 0.075, -0.167], [0.073, 0.042, -0.004], [-0.069, -0.117, 0.061], [0.016, 0.083, -0.104], [-0.891, -1.788, -0.794], [-0.162, -0.023, 0.872], [0.804, 1.106, -0.689], [-0.599, -1.136, -0.483], [-0.183, 0.585, 1.830], [1.207, 1.499, -1.221], [-0.338, -1.976, -0.665], [0.597, 1.681, 1.186], [-0.068, 0.538, 1.160], [-0.060, -0.086, 0.157], [-0.055, -0.052, 0.076], [0.039, 0.038, -0.024]],
  "lowdin_spin": [0.691, -0.057, -0.003, 0.017, 0.060, 0.097, 0.016, 0.017, 0.010, 0.083, -0.002, -0.001, -0.001, 0.000, 0.000, 0.005, 0.001, 0.003, 0.034, 0.000, -0.001, -0.005, 0.001, -0.004, 0.001, -0.005, -0.009, 0.000, 0.000, 0.000, 0.000, 0.000, 0.004, 0.003, 0.001, 0.001, 0.001, 0.002, 0.021, 0.008, 0.012, 0.000, 0.000, 0.000]
}

***

{
  "formula": "C18H53ClN5O4",
  "method": "ωB97M-V/def2-TZVPD",
  "multiplicity": 2,
  "homo_energy_ev": [-3.49, -7.59],
  "energy_ha": -1752.0198,
  "lumo_energy_ev": [0.01, -0.01],
  "homo_lumo_gap_ev": [3.50, 7.58],
  "species": ["N", "H", "H", "H", "H", "N", "H", "H", "H", "H", "Cl", "O", "O", "O", "O", "C", "C", "N", "C", "C", "C", "C", "H", "H", "H", "H", "H", "H", "H", "H", "H", "H", "H", "H", "H", "H", "H", "C", "C", "N", "C", "C", "C", "C", "H", "H", "H", "H", "H", "H", "H", "H", "H", "H", "H", "H", "H", "H", "H", "C", "C", "N", "C", "C", "C", "C", "H", "H", "H", "H", "H", "H", "H", "H", "H", "H", "H", "H", "H", "H", "H"],
  "positions_angstrom": [[-0.7242, -1.3336, -4.1170], [-0.3203, -0.4081, -4.1007], [-0.2287, -1.7876, -3.3630], [-0.4983, -1.8133, -4.9766], [-1.7105, -1.2851, -3.9051], [2.7170, 2.2037, -2.5658], [2.8205, 1.9715, -3.5433], [3.5818, 2.1644, -2.0455], [1.9876, 1.7012, -2.0804], [2.3570, 3.1472, -2.5857], [1.1424, -0.8204, -0.6517], [2.5173, -0.8945, -1.0545], [1.0194, -1.1039, 0.7877], [0.6707, 0.5099, -1.0566], [0.4368, -1.7627, -1.3881], [6.0998, 0.2857, -2.7113], [6.4026, 1.7156, -2.1075], [5.2211, 2.4546, -1.4673], [5.7486, 3.7966, -1.0584], [6.1849, 4.6659, -2.2931], [4.6392, 1.7612, -0.3170], [5.4977, 1.6482, 0.9571], [6.0055, -0.3072, -1.8015], [6.9893, -0.1791, -3.1365], [5.2237, 0.2870, -3.3599], [7.2163, 1.6556, -1.3848], [6.8866, 2.2521, -2.9236], [4.9630, 4.4074, -0.6135], [6.5097, 3.7704, -0.2786], [6.9873, 4.3461, -2.9580], [5.2758, 4.5636, -2.8856], [6.1800, 5.7543, -2.2360], [4.3253, 0.7438, -0.5499], [3.7027, 2.1755, 0.0564], [5.6719, 2.5710, 1.5105], [6.5063, 1.3035, 0.7290], [4.9879, 0.9476, 1.6184], [-4.8858, -5.6184, 3.3079], [-4.9367, -5.0965, 1.7958], [-3.5872, -4.7982, 1.3085], [-3.0598, -3.5754, 1.8499], [-1.8219, -2.9748, 1.1431], [-2.5317, -5.8066, 1.0808], [-3.0061, -6.9697, 0.2336], [-4.2515, -4.9738, 3.9165], [-4.5458, -6.6473, 3.4249], [-5.8471, -5.5998, 3.8214], [-5.4087, -5.8007, 1.1106], [-5.6262, -4.2529, 1.7644], [-3.8323, -2.8221, 1.6959], [-2.8145, -3.6117, 2.9114], [-1.7615, -1.8881, 1.2023], [-0.8949, -3.4117, 1.5144], [-1.9302, -3.2218, 0.0869], [-2.1913, -6.2242, 2.0284], [-1.6706, -5.4987, 0.4878], [-3.6735, -7.5462, 0.8741], [-2.2209, -7.6783, -0.0297], [-3.6134, -6.7503, -0.6445], [-3.6505, 4.8448, 0.4024], [-3.4859, 3.3455, 0.0432], [-2.9818, 2.7377, 1.3059], [-1.6430, 2.2344, 1.0031], [-0.9490, 1.6193, 2.1151], [-3.8171, 1.6825, 1.8667], [-5.0892, 2.4585, 2.3861], [-3.8692, 5.3544, -0.5360], [-2.6949, 5.2108, 0.7778], [-4.4536, 4.9731, 1.1282], [-4.4380, 2.8497, -0.1459], [-2.9033, 3.2613, -0.8742], [-1.7720, 1.4959, 0.2119], [-1.0794, 3.0921, 0.6360], [0.1347, 1.5330, 2.0351], [-1.0763, 2.1514, 3.0579], [-1.3318, 0.6038, 2.2162], [-3.5330, 1.2342, 2.8188], [-3.9429, 0.9818, 1.0413], [-5.8728, 1.8744, 2.8686], [-5.5712, 2.8803, 1.5041], [-4.8616, 3.2400, 3.1111]],
  "atomic_forces_ev_per_a": [[0.327, -0.598, 0.645], [0.512, 1.675, -0.475], [0.283, -0.642, 0.962], [-0.013, -0.219, -0.945], [-0.933, -0.045, 0.013], [-1.657, 0.913, -0.484], [-0.002, -0.825, -0.279], [1.565, 0.313, 0.041], [-0.790, -1.404, 0.150], [0.172, 0.687, 0.179], [1.822, 1.441, 2.204], [1.086, 0.201, 0.212], [-0.113, 1.044, -1.971], [-0.156, 0.250, 0.802], [-2.379, -2.496, -1.625], [0.383, 1.055, 2.317], [-0.274, -0.833, -0.622], [1.808, 0.503, -0.525], [0.273, 1.178, -0.806], [-1.654, -0.693, -0.583], [0.634, -0.783, 1.680], [0.366, -0.007, -0.221], [-0.958, -0.554, -0.282], [-0.047, 0.555, -0.592], [0.180, -0.275, 0.095], [-0.036, -0.326, 0.347], [-0.769, 0.742, 0.093], [-0.436, -0.367, 0.124], [0.300, -0.511, -0.110], [0.195, -0.122, 0.573], [-0.063, -0.203, -0.686], [0.558, -0.061, 1.025], [0.256, -0.085, -0.582], [-0.228, 0.794, -0.584], [-0.427, 0.200, -0.126], [-0.051, -0.438, 0.016], [0.236, -0.047, 0.065], [-0.531, 0.201, -0.713], [0.973, -1.558, 1.465], [0.783, 0.773, -1.244], [0.330, 1.544, -0.299], [-0.416, -0.942, -0.358], [-1.159, -0.722, -0.542], [-1.285, -1.210, 0.849], [0.185, 0.010, -0.208], [0.279, 0.008, -0.326], [-0.316, 0.109, -0.292], [0.109, -0.447, 0.246], [0.636, 0.530, -0.101], [-0.280, 0.043, 0.394], [-0.175, -0.163, 0.474], [-0.081, -0.093, 0.331], [0.054, 0.146, -0.122], [0.266, 0.082, -0.169], [0.406, -0.015, 0.251], [-0.085, 1.293, 0.608], [-0.276, -0.364, -0.077], [0.240, 0.302, -0.075], [0.344, 0.508, -0.107], [-0.132, -0.845, -1.314], [-1.179, 0.784, 2.111], [1.903, -0.292, -0.009], [-0.586, 1.099, -1.245], [0.920, -1.281, 2.046], [-1.873, 2.029, 0.683], [-0.595, -0.771, -1.198], [-0.239, 0.514, 0.106], [-0.143, 0.025, 0.156], [0.214, 0.152, -0.036], [-0.249, 0.327, -0.419], [0.572, -0.485, 0.370], [0.502, -0.132, -0.538], [0.083, 0.005, -0.349], [-0.026, -0.054, -0.616], [-0.396, 0.105, 0.081], [0.203, -0.095, 0.469], [1.305, -0.231, -0.589], [-0.793, -0.777, 0.385], [0.205, -0.584, -0.069], [-0.200, 0.441, 0.254], [0.535, 0.016, -0.312]],
  "lowdin_spin": [0.259, 0.165, 0.039, 0.104, 0.078, 0.033, 0.058, 0.004, 0.011, 0.017, 0.069, 0.013, 0.010, 0.051, 0.043, 0.004, 0.001, 0.002, 0.001, 0.001, 0.002, 0.000, 0.000, 0.000, 0.008, 0.000, 0.000, 0.001, 0.000, 0.000, 0.002, 0.000, 0.001, 0.002, 0.000, 0.000, 0.000, 0.000, 0.000, 0.000, 0.000, 0.003, 0.000, 0.000, 0.000, 0.000, 0.000, 0.000, 0.000, 0.000, 0.000, 0.001, 0.001, 0.002, 0.000, 0.000, 0.000, 0.000, 0.000, 0.000, 0.003, 0.000, 0.001, 0.001, 0.000, 0.000, 0.000, 0.000, 0.000, 0.000, 0.004, 0.002, 0.001, 0.001, 0.000, 0.000, 0.000, 0.000, 0.000, 0.000, 0.000]
}

***

{
  "formula": "C4H7CuO2",
  "method": "ωB97M-V/def2-TZVPD",
  "homo_energy_ev": [-6.87, -6.88],
  "energy_ha": -1947.3738,
  "lumo_energy_ev": [-1.55, -1.55],
  "homo_lumo_gap_ev": [5.33, 5.33],
  "species": ["O", "C", "O", "Cu", "C", "C", "H", "H", "H", "H", "C", "H", "H", "H"],
  "positions_angstrom": [[-1.8648, 1.5182, 1.5241], [-1.2540, 0.4305, 1.6457], [-0.9171, -0.1395, 0.4733], [-2.2503, 1.3683, 3.7868], [0.3917, -1.1627, 0.3997], [1.2455, -0.5511, -0.6437], [-0.0548, -2.1071, 0.0571], [0.8285, -1.1250, 1.4059], [1.5973, -1.3112, -1.3550], [1.9985, 0.1061, -0.1842], [0.1528, 0.5326, -1.5501], [-0.7635, 0.2183, -2.0695], [0.7710, 0.7131, -2.4407], [0.1192, 1.5095, -1.0494]],
  "atomic_forces_ev_per_a": [[-0.508, 0.133, 0.477], [0.162, 0.042, 1.267], [1.763, -1.839, 0.872], [0.849, -0.677, -2.085], [-2.853, 1.615, 0.697], [-2.788, 2.190, -1.823], [0.148, 0.332, 0.637], [-0.460, -0.457, -0.272], [0.303, 0.489, 0.342], [-0.046, -0.352, -0.647], [3.581, -0.546, -0.901], [0.009, -0.433, 1.351], [0.338, 0.201, 0.044], [-0.497, -0.700, 0.041]],
  "lowdin_charge": [-0.169, -0.440, -0.195, 0.570, -0.107, -0.154, 0.111, 0.099, 0.093, 0.097, -0.061, 0.063, 0.033, 0.059]
}

***

{
  "formula": "C5H7NO",
  "method": "ωB97M-V/def2-TZVPD",
  "smiles": "O=C1CC=CCN1",
  "homo_energy_ev": -9.31,
  "energy_ha": -324.7127,
  "lumo_energy_ev": 0.85,
  "homo_lumo_gap_ev": 10.17,
  "species": ["O", "C", "C", "C", "C", "C", "N", "H", "H", "H", "H", "H", "H", "H"],
  "positions_angstrom": [[1.3654, 2.1897, -0.5195], [0.7895, 1.1886, -0.1379], [1.4749, -0.1353, 0.1040], [0.5644, -1.3019, -0.1668], [-0.7600, -1.1825, -0.1897], [-1.4648, 0.1127, 0.0842], [-0.5162, 1.1897, 0.2821], [1.7535, -0.1170, 1.1692], [2.4032, -0.1722, -0.4678], [1.0284, -2.2684, -0.3433], [-1.3936, -2.0370, -0.4129], [-2.0950, 0.0147, 0.9785], [-2.1481, 0.3451, -0.7501], [-0.8653, 2.0941, 0.5207]],
  "atomic_forces_ev_per_a": [[-0.139, -0.243, 0.322], [0.088, 0.039, 0.186], [0.115, -0.031, -0.091], [-0.209, -0.040, -0.024], [0.164, -0.041, 0.019], [-0.021, -0.144, 0.044], [0.160, 0.052, 0.021], [0.055, -0.056, -0.188], [-0.133, -0.063, -0.038], [-0.081, 0.093, -0.019], [0.100, 0.086, 0.073], [0.080, -0.066, -0.096], [0.155, -0.037, 0.132], [-0.333, 0.450, -0.341]],
  "lowdin_charge": [0.065, -0.491, -0.099, -0.088, -0.094, -0.186, 0.061, 0.133, 0.119, 0.103, 0.103, 0.120, 0.120, 0.135]
}

***

{
  "formula": "C4H8O2",
  "method": "ωB97M-V/def2-TZVPD",
  "smiles": "COCCC=O",
  "homo_energy_ev": -9.87,
  "energy_ha": -307.6350,
  "lumo_energy_ev": 1.05,
  "homo_lumo_gap_ev": 10.92,
  "species": ["C", "C", "C", "C", "H", "H", "H", "H", "H", "H", "H", "H", "O", "O"],
  "positions_angstrom": [[-2.0982, -0.6333, 0.1272], [-0.1100, 0.3009, -0.5339], [1.1389, 0.8727, 0.0443], [2.1329, -0.2066, 0.4961], [-2.7857, -0.8620, 0.9481], [-1.7521, -1.4724, -0.5109], [-2.7199, -0.0820, -0.5506], [0.1412, -0.6855, -0.9445], [-0.5642, 1.0609, -1.1111], [0.8764, 1.4976, 0.8767], [1.7074, 1.5241, -0.6384], [2.6975, -0.1456, 1.3937], [-0.9401, -0.0064, 0.5971], [2.2761, -1.1622, -0.1937]],
  "atomic_forces_ev_per_a": [[0.010, -1.100, -0.226], [0.700, -1.178, 2.025], [1.648, 0.294, 0.725], [-1.540, 0.868, -1.051], [0.603, -0.504, 0.029], [-0.639, -0.374, 0.722], [-0.099, 1.206, -0.538], [-0.251, 0.557, -1.039], [-0.783, 0.273, -1.284], [-0.169, 0.426, 0.520], [-0.265, -0.257, -0.103], [0.625, 0.604, 1.302], [-0.315, 0.810, -0.233], [0.474, -1.624, -0.850]],
  "lowdin_charge": [-0.133, -0.225, -0.129, -0.237, 0.094, 0.095, 0.071, 0.122, 0.117, 0.108, 0.131, 0.107, -0.183, 0.062]
}

***

{
  "formula": "C6H12O2PS2",
  "method": "ωB97M-V/def2-TZVPD",
  "charge": -1,
  "homo_energy_ev": [-3.33, -3.33],
  "energy_ha": -1524.0137,
  "lumo_energy_ev": [3.05, 3.05],
  "homo_lumo_gap_ev": [6.37, 6.37],
  "species": ["C", "C", "C", "C", "C", "C", "O", "O", "P", "S", "S", "H", "H", "H", "H", "H", "H", "H", "H", "H", "H", "H", "H"],
  "positions_angstrom": [[5.1786, 0.4599, 0.3894], [-1.0953, -2.2239, -0.2639], [0.5614, 1.8627, -1.1830], [-0.9557, -0.8246, 0.0691], [0.5535, 1.2057, 0.2242], [0.4980, -0.3521, 0.1789], [3.2691, -1.0645, 1.6309], [4.5882, -2.1384, -0.1977], [4.0801, -0.9047, 0.4353], [5.2810, 1.9586, -0.1413], [1.5470, -0.9054, -1.2299], [-0.7496, -2.4144, -1.2505], [-0.4403, -2.8665, 0.3884], [-2.1315, -2.5781, -0.1056], [-0.5099, 1.6636, -1.5420], [1.2636, 1.3459, -1.8096], [0.6669, 2.9053, -1.2020], [-1.5077, -0.1168, -0.5791], [-1.2321, -0.6235, 1.0668], [1.5987, 1.4678, 0.6347], [-0.4016, 1.5427, 0.7894], [1.1356, -0.7580, 1.0639], [2.7306, -0.4197, -0.5108]],
  "atomic_forces_ev_per_a": [[-0.460, 0.220, 0.047], [-0.395, -2.655, 1.074], [-3.156, -1.967, 0.554], [1.520, 2.204, 0.170], [0.913, 0.533, 0.163], [1.759, 0.543, -0.048], [-1.358, 0.672, 2.089], [0.440, 0.169, -0.853], [2.391, -1.333, -0.230], [-0.072, -0.286, -0.057], [0.723, -0.323, 0.669], [-0.021, -0.339, -1.035], [-0.552, 0.643, -0.440], [0.384, 0.042, -0.376], [1.416, 0.262, -0.285], [0.159, 0.244, -0.366], [0.430, 1.495, 0.314], [0.154, -0.499, 0.087], [-1.178, 0.145, 1.290], [-1.904, -0.128, 0.332], [1.992, -0.104, -0.343], [-1.692, 0.453, -1.148], [-1.494, 0.009, -1.607]],
  "lowdin_charge": [-0.792, -0.160, -0.166, -0.335, -0.279, -0.638, -0.366, -0.382, 0.160, 0.459, 0.753, 0.037, 0.106, 0.079, 0.083, -0.010, 0.037, 0.114, 0.093, 0.120, 0.125, 0.104, -0.143]
}

***

In order of appearance, relative energy (zero: lowest compared OMol25 entry of this formula, charge and spin) = 236.2; 50.8; 240.0; 30.9; 203.2; 269.0 kJ/mol.